Computed, not measured: a 11-piece molecular cluster, BH24O10 overall, with ωB97M-V/def2-TZVPD.

Values from the calculation:
- Gap between HOMO and LUMO: 0.383 hartree
- HOMO energy: -0.2829 Ha
- Energy relative to the best compared isomer or geometry (same formula, charge and spin): 16.2 kcal per mole
- Charge: -1

```
35
Properties=species:S:1:pos:R:3:nbo_charge:R:1
B 0.34 0.26 0.11 -0.76
H 0.80 0.88 1.03 -0.07
H -0.84 0.17 0.24 -0.01
H 0.62 0.92 -0.86 -0.07
H 0.82 -0.82 0.03 -0.04
O 3.69 -3.50 -0.14 -0.94
H 3.18 -2.73 0.11 0.48
H 3.53 -4.14 0.57 0.46
O 2.80 0.72 2.55 -0.96
H 3.36 0.93 1.81 0.46
H 1.91 0.64 2.15 0.49
O -1.33 -0.17 -2.32 -0.98
H -0.53 -0.51 -2.73 0.47
H -1.03 0.35 -1.57 0.50
O -0.02 2.93 -2.39 -0.95
H 0.20 2.22 -1.77 0.48
H 0.18 3.73 -1.89 0.46
O -3.48 -1.56 -0.01 -0.96
H -4.16 -0.89 0.11 0.48
H -3.08 -1.33 -0.86 0.48
O -4.22 1.27 0.21 -0.97
H -3.42 1.56 0.67 0.50
H -4.11 1.60 -0.68 0.47
O 0.64 -3.26 -0.64 -0.96
H 0.04 -3.37 -1.38 0.46
H 0.50 -2.34 -0.35 0.49
O -1.18 2.73 1.01 -0.98
H -0.52 2.02 0.95 0.51
H -1.01 3.14 1.86 0.46
O 3.09 -0.13 -1.36 -0.96
H 3.65 0.55 -0.97 0.45
H 2.19 0.09 -1.06 0.50
O -1.24 -0.72 2.61 -0.96
H -0.89 -0.41 1.77 0.50
H -0.48 -0.83 3.18 0.45
```



Computed, not measured: C2H3Br3Cl3 as an isolated structure, with ωB97M-V/def2-TZVPD.

Values from the calculation:
- Gap between HOMO and LUMO: 0.256 hartree
- HOMO energy: -0.1671 Ha
- Energy relative to the best compared isomer or geometry (same formula, charge and spin): 7.0 kcal per mole
- Charge: -1

```
11
Properties=species:S:1:pos:R:3:nbo_charge:R:1
Cl -19.34 17.26 9.79 -0.97
C -22.55 18.22 8.47 -0.40
Cl -23.65 17.58 7.22 -0.07
Cl -23.35 18.90 9.87 -0.04
H -21.96 17.37 8.81 0.27
H -21.85 18.96 8.08 0.23
C -19.61 14.23 7.54 -0.43
Br -20.17 12.45 8.27 0.02
Br -21.19 14.95 6.63 0.07
Br -18.04 13.97 6.34 0.04
H -19.35 14.91 8.34 0.28
```



Computed, not measured: a 11-piece molecular cluster, C32H90N4O11 overall, with ωB97M-V/def2-TZVPD.

Values from the calculation:
- Gap between HOMO and LUMO: 0.338 hartree
- SMILES string: COC[C@H](C)N.COC[C@H](C)N.COC[C@H](C)N.COC[C@H](C)N.CC(C)O.CC(C)O.CCO.CCO.CCO.CCO.CCO
- HOMO energy: -0.3190 Ha

```
137
Properties=species:S:1:pos:R:3:mulliken_charge:R:1
C 13.19 -16.95 -4.77 -1.12
C 13.48 -18.24 -3.99 0.94
C 13.46 -19.41 -4.95 -0.70
O 12.18 -19.48 -5.52 0.05
C 12.15 -20.26 -6.73 -0.89
N 14.74 -18.27 -3.20 -0.43
H 13.43 -16.07 -4.14 0.49
H 12.14 -16.96 -4.91 -0.21
H 13.83 -17.04 -5.68 0.34
H 12.72 -18.32 -3.18 -0.06
H 13.71 -20.39 -4.39 -0.39
H 14.25 -19.23 -5.70 0.66
H 12.75 -19.73 -7.51 0.27
H 11.18 -20.35 -7.17 0.26
H 12.64 -21.23 -6.55 0.23
H 15.52 -18.30 -3.90 0.25
H 14.85 -17.35 -2.75 0.19
C 9.25 -18.07 -6.24 -0.21
C 9.18 -16.81 -7.00 0.14
C 9.67 -15.64 -6.18 -0.31
O 8.84 -15.52 -5.01 -0.36
C 9.17 -14.43 -4.09 -0.74
N 9.96 -16.78 -8.22 -0.71
H 10.21 -18.24 -5.82 -0.49
H 9.04 -18.96 -6.83 0.43
H 8.53 -18.13 -5.41 0.10
H 8.11 -16.74 -7.30 0.51
H 9.69 -14.72 -6.73 0.46
H 10.69 -15.98 -5.94 -0.14
H 8.93 -13.47 -4.57 0.35
H 10.26 -14.48 -3.93 0.31
H 8.59 -14.71 -3.17 0.19
H 10.85 -17.27 -8.13 0.21
H 9.49 -17.19 -9.03 0.31
C 7.76 -21.02 -5.19 -0.32
C 7.78 -22.57 -4.92 1.17
C 6.30 -23.14 -4.95 -0.73
O 6.39 -24.56 -4.93 -0.53
C 5.21 -25.27 -4.57 -0.69
N 8.70 -23.18 -5.92 -0.61
H 8.44 -20.54 -4.50 -0.55
H 6.76 -20.50 -5.01 0.30
H 8.06 -20.75 -6.20 0.47
H 8.12 -22.73 -3.88 -0.39
H 5.84 -22.71 -5.87 0.46
H 5.73 -22.65 -4.06 0.21
H 4.30 -24.93 -5.13 0.32
H 5.09 -25.10 -3.49 0.27
H 5.41 -26.34 -4.68 0.25
H 9.71 -23.00 -5.83 0.08
H 8.57 -24.17 -6.15 0.26
C 6.70 -16.73 -1.01 -1.80
C 7.72 -17.77 -1.54 0.87
C 6.96 -18.75 -2.40 0.22
O 5.91 -19.35 -1.69 -0.41
C 5.55 -20.65 -2.04 -0.75
N 8.87 -17.15 -2.10 0.38
H 7.16 -16.02 -0.40 0.36
H 5.92 -17.22 -0.45 0.45
H 6.18 -16.22 -1.83 0.36
H 8.11 -18.40 -0.69 -0.24
H 7.71 -19.53 -2.69 -0.44
H 6.55 -18.32 -3.32 0.35
H 6.35 -21.40 -2.04 0.13
H 5.10 -20.72 -3.00 0.37
H 4.73 -20.92 -1.36 0.42
H 9.55 -17.83 -2.40 -0.16
H 8.69 -16.67 -2.96 -0.17
C 15.02 -16.76 -0.20 -0.74
C 14.02 -17.27 0.80 -0.24
O 13.14 -18.23 0.24 -0.04
H 15.39 -17.63 -0.65 0.05
H 15.83 -16.17 0.21 0.43
H 14.44 -16.12 -0.86 0.11
H 13.38 -16.47 1.22 0.18
H 14.57 -17.75 1.60 0.31
H 13.72 -18.94 -0.03 0.01
C 12.83 -23.26 -4.36 0.14
C 13.19 -24.03 -5.59 -0.88
O 12.09 -23.86 -6.52 -0.49
H 11.81 -23.51 -4.16 0.13
H 12.95 -22.20 -4.62 -0.30
H 13.52 -23.53 -3.58 0.27
H 13.33 -25.08 -5.36 0.49
H 14.11 -23.66 -6.05 0.28
H 11.74 -24.69 -6.85 0.29
C 10.72 -20.76 -1.13 -1.68
C 11.27 -20.69 -2.58 2.37
O 10.54 -19.66 -3.25 0.28
H 11.05 -21.69 -0.67 0.48
H 9.67 -20.75 -1.03 0.49
H 11.19 -19.91 -0.59 0.04
H 11.12 -21.66 -3.06 -0.78
H 12.33 -20.48 -2.56 -0.70
H 10.97 -19.57 -4.15 -0.38
C 9.85 -21.09 3.47 -0.99
C 9.06 -19.80 3.53 -0.10
O 8.40 -19.77 2.26 -0.43
H 10.49 -21.12 2.63 0.18
H 9.17 -21.96 3.43 0.29
H 10.50 -21.22 4.40 0.32
H 9.81 -18.95 3.59 0.21
H 8.34 -19.70 4.37 0.31
H 8.06 -18.87 2.10 0.22
C 8.22 -24.03 -0.68 -0.96
C 7.37 -24.71 -1.73 0.50
O 8.17 -25.18 -2.79 -0.58
H 7.61 -23.23 -0.24 0.30
H 9.07 -23.51 -1.19 -0.01
H 8.69 -24.77 -0.06 0.41
H 6.63 -24.00 -2.16 -0.21
H 6.68 -25.56 -1.28 0.24
H 7.60 -25.18 -3.58 0.41
C 16.00 -21.24 0.47 -1.40
C 15.67 -21.20 -1.04 0.55
C 15.45 -22.55 -1.67 -1.24
O 14.37 -20.46 -1.20 -0.17
H 17.00 -21.60 0.54 0.43
H 15.33 -21.91 1.01 0.33
H 15.91 -20.22 0.90 0.23
H 16.42 -20.62 -1.56 0.42
H 15.07 -22.37 -2.65 0.05
H 14.77 -23.21 -1.18 0.36
H 16.40 -23.04 -1.80 0.47
H 14.62 -19.84 -1.93 -0.13
C 9.50 -15.25 1.48 -0.80
C 9.71 -14.35 0.25 0.76
C 10.40 -13.07 0.69 -1.74
O 10.48 -15.03 -0.72 -0.48
H 8.64 -14.78 1.99 0.39
H 10.43 -15.34 2.09 0.36
H 9.14 -16.25 1.15 -0.10
H 8.76 -14.06 -0.21 0.21
H 11.37 -13.21 1.15 0.39
H 9.83 -12.58 1.48 0.40
H 10.67 -12.43 -0.14 0.39
H 9.90 -15.74 -1.02 0.27
```



Computed, not measured: C17H35Br14ClF3O4PSSi2 as an isolated structure, with ωB97M-V/def2-TZVPD.

Values from the calculation:
- Gap between HOMO and LUMO: 0.318 hartree
- HOMO energy: -0.3353 Ha

```
78
Properties=species:S:1:pos:R:3:mulliken_charge:R:1
O 4.25 -2.93 0.63 -0.52
C 3.19 -2.38 1.28 0.09
Cl 3.18 -2.48 3.15 0.12
C 1.96 -1.66 0.42 0.33
Si 2.60 -0.14 -0.55 0.22
O 2.14 1.42 0.11 0.09
Si 2.06 1.42 1.86 -0.11
C 2.86 2.96 2.71 0.88
F 1.96 3.62 3.72 -0.22
F 4.06 2.46 3.47 -0.24
F 3.32 4.02 1.78 -0.22
P -0.11 1.22 2.37 0.64
O -0.94 0.25 1.16 -0.40
O -0.33 0.42 3.89 -0.47
S -0.94 3.00 2.35 -0.33
H 1.01 -1.48 1.08 -0.43
H 1.64 -2.47 -0.39 0.31
H 1.97 -0.21 -1.90 -0.13
H 4.06 -0.21 -0.81 -0.11
H 2.72 0.24 2.41 -0.11
H -0.48 0.33 0.25 0.25
H -0.27 -0.57 3.71 0.26
Br 1.46 5.29 -1.41 -0.07
C 2.42 6.58 -0.30 -0.55
C 1.92 7.98 -0.54 -0.61
Br 2.61 8.71 -2.21 -0.16
H 3.49 6.46 -0.52 0.38
H 2.23 6.27 0.73 0.27
H 2.29 8.66 0.24 0.40
H 0.83 8.05 -0.58 0.35
Br 2.96 2.60 -4.67 -0.10
C 2.82 4.51 -5.04 -0.20
C 1.96 4.77 -6.25 -0.08
Br 2.93 4.38 -7.90 -0.16
H 3.84 4.88 -5.13 0.45
H 2.37 4.94 -4.14 -0.12
H 1.71 5.83 -6.32 0.42
H 1.05 4.18 -6.27 -0.21
Br -0.21 -3.19 2.23 0.01
C -0.22 -4.96 1.40 -0.30
C 0.73 -5.90 2.10 -0.53
Br 2.58 -5.53 1.60 -0.13
H 0.00 -4.82 0.34 0.39
H -1.26 -5.31 1.50 -0.08
H 0.55 -6.93 1.79 0.39
H 0.67 -5.84 3.19 0.38
Br -1.26 1.87 -2.82 -0.11
C -1.39 3.78 -3.19 -0.15
C -2.25 4.04 -4.40 -0.56
Br -1.28 3.65 -6.05 -0.14
H -0.37 4.16 -3.28 -0.24
H -1.84 4.21 -2.29 0.40
H -2.50 5.10 -4.47 0.39
H -3.17 3.45 -4.42 0.37
Br -4.06 -7.67 0.31 -0.14
C -4.72 -6.15 1.34 -0.56
C -5.25 -5.07 0.43 -0.07
Br -3.79 -4.06 -0.39 -0.12
H -3.89 -5.82 1.98 0.30
H -5.52 -6.56 1.97 0.38
H -5.81 -4.33 1.01 0.43
H -5.87 -5.45 -0.38 -0.26
Br -7.47 -1.90 -2.92 -0.12
C -6.77 -3.45 -3.87 -0.55
C -7.71 -4.63 -3.75 -0.59
Br -7.57 -5.47 -1.99 -0.10
H -5.78 -3.65 -3.47 0.31
H -6.69 -3.13 -4.91 0.35
H -7.43 -5.41 -4.46 0.35
H -8.76 -4.37 -3.90 0.37
Br 2.26 -0.40 6.12 -0.06
C 3.48 -0.95 7.54 -0.57
C 4.60 -1.80 7.00 -0.61
Br 3.99 -3.62 6.63 -0.14
H 2.88 -1.45 8.30 0.35
H 3.87 -0.01 7.95 0.33
H 5.40 -1.91 7.74 0.36
H 5.03 -1.42 6.07 0.35
```



Computed, not measured: C22H60F3NaO20 as an isolated structure, with ωB97M-V/def2-TZVPD.

Values from the calculation:
- Gap between HOMO and LUMO: 0.311 hartree
- HOMO energy: -0.3419 Ha
- Energy relative to the best compared isomer or geometry (same formula, charge and spin): 33.1 kcal per mole

```
106
Properties=species:S:1:pos:R:3:mulliken_charge:R:1
Na -2.53 -1.05 3.34 0.76
C -0.87 -1.38 0.16 -0.38
O -0.18 -0.12 0.12 -0.43
O -0.87 -1.69 1.55 0.78
C -2.20 -1.52 -0.67 0.53
F -3.13 -0.60 -0.28 -0.28
F -2.08 -1.40 -2.00 -0.35
F -2.64 -2.75 -0.61 -0.21
C -0.05 0.60 -1.10 -0.38
C 1.00 1.72 -0.90 -0.25
H 1.06 2.41 -1.74 -0.26
H 0.76 2.21 0.04 0.08
H 2.02 1.34 -0.75 0.22
H -0.99 1.08 -1.39 0.03
H 0.18 -0.01 -1.97 0.30
H -0.19 -2.06 -0.35 0.06
C -0.35 -4.66 -2.48 -0.13
C -0.40 -5.15 -1.00 0.75
O 0.25 -6.42 -0.78 -0.60
O -1.23 -5.39 -3.35 -0.55
H 0.66 -4.72 -2.89 0.34
H -0.74 -3.66 -2.62 -0.05
H -1.41 -5.22 -0.59 0.01
H 0.07 -4.40 -0.36 -0.30
H 0.20 -6.63 0.16 0.32
H -1.32 -4.86 -4.15 0.32
C 1.62 5.13 -2.09 0.12
C 2.41 6.24 -1.35 -0.33
O 1.73 6.78 -0.22 -0.55
O 0.65 5.95 -2.80 -0.56
H 1.07 4.44 -1.46 -0.04
H 2.23 4.61 -2.84 0.18
H 2.72 7.07 -1.99 0.36
H 3.34 5.83 -0.96 0.23
H 0.87 7.06 -0.54 0.32
H 1.17 6.39 -3.47 0.34
C 0.37 2.15 -5.31 -0.35
C 1.66 1.63 -6.04 -0.62
O 2.45 2.75 -6.52 -0.54
O 0.66 3.02 -4.22 -0.28
H -0.38 1.39 -5.09 0.23
H -0.14 2.74 -6.07 0.32
H 1.39 1.03 -6.91 0.32
H 2.21 1.01 -5.34 0.34
H 3.37 2.57 -6.32 0.32
H -0.19 3.21 -3.83 0.23
C -1.78 2.45 3.90 -1.11
C -1.16 2.06 2.55 0.24
O -0.15 1.03 2.63 -0.38
O -2.51 1.36 4.37 -0.51
H -2.44 3.28 3.64 0.53
H -1.16 2.96 4.63 0.35
H -0.62 2.85 2.02 0.40
H -1.94 1.64 1.92 -0.03
H -0.20 0.51 1.83 0.24
H -3.42 1.53 4.10 0.32
C -4.08 -4.24 3.06 -0.63
C -3.08 -4.73 1.97 -0.23
O -1.75 -4.39 2.25 -0.33
O -4.26 -2.83 3.05 -0.43
H -3.69 -4.62 4.00 0.27
H -5.07 -4.63 2.84 0.43
H -3.25 -4.34 0.97 0.08
H -3.29 -5.80 1.83 0.46
H -1.60 -3.45 2.09 0.09
H -5.00 -2.59 3.61 0.26
C -3.32 3.22 -2.77 -0.52
C -4.09 2.35 -1.80 0.02
O -4.48 1.08 -2.41 -0.61
O -2.19 2.62 -3.39 -0.40
H -2.98 4.13 -2.28 0.35
H -3.96 3.48 -3.61 0.32
H -4.94 2.98 -1.53 0.42
H -3.56 2.08 -0.89 -0.14
H -3.72 0.54 -2.19 0.28
H -2.40 1.93 -4.02 0.23
C 1.74 -4.07 2.38 0.65
C 1.89 -4.96 3.65 -0.62
O 3.15 -4.99 4.32 -0.54
O 1.29 -2.80 2.83 -0.77
H 0.96 -4.19 1.63 -0.59
H 2.64 -4.05 1.76 0.32
H 1.70 -6.00 3.38 0.38
H 1.09 -4.84 4.37 0.26
H 3.08 -5.79 4.85 0.33
H 0.57 -2.45 2.30 0.12
C 0.02 -1.71 6.10 -0.44
C 0.19 -0.20 5.91 -0.14
O 1.10 0.04 4.85 -0.52
O -0.60 -2.21 4.87 -0.28
H -0.65 -2.05 6.89 0.36
H 1.01 -2.13 6.25 0.25
H 0.59 0.26 6.82 0.40
H -0.76 0.30 5.78 -0.11
H 0.65 0.24 4.03 0.48
H 0.09 -2.19 4.21 0.18
C 5.01 3.25 -2.17 0.00
C 4.78 1.77 -2.39 -0.07
O 5.74 1.08 -3.16 -0.57
O 6.22 3.48 -1.39 -0.56
H 4.11 3.68 -1.72 -0.13
H 5.02 3.89 -3.06 0.29
H 3.79 1.59 -2.81 0.10
H 4.81 1.14 -1.50 0.26
H 6.63 1.34 -2.90 0.31
H 5.98 3.42 -0.47 0.35
```



Computed, not measured: C22H38AsN4O3OsSSi as an isolated structure, with ωB97M-V/def2-TZVPD.

Values from the calculation:
- Gap between HOMO and LUMO (spin up / spin down): 0.292 / 0.253 hartree
- Spin multiplicity: 5
- HOMO energy (spin up / spin down): -0.3801 / -0.3947 Ha
- Energy relative to the best compared isomer or geometry (same formula, charge and spin): 8.0 kcal per mole
- Charge: +1

```
71
Properties=species:S:1:pos:R:3:mulliken_spin:R:1
Os 0.32 -0.54 -0.30 3.33
C -0.52 1.82 -3.75 0.00
C -0.12 1.56 -2.33 0.04
O -0.33 0.33 -1.95 0.10
C 0.41 2.55 -1.55 0.05
C 0.67 2.49 -0.15 -0.04
C 1.03 3.75 0.58 0.00
N 0.57 1.37 0.51 0.07
N 0.73 1.41 1.88 0.03
C 0.53 0.24 2.40 0.06
O 0.19 -0.81 1.68 -0.06
C 0.70 0.02 3.85 -0.01
C 1.19 1.04 4.66 0.00
C 1.38 0.82 6.01 0.00
C 1.09 -0.43 6.56 0.00
C 0.59 -1.44 5.75 0.00
C 0.40 -1.22 4.40 0.00
H -1.22 1.05 -4.08 0.00
H 0.36 1.77 -4.39 0.00
H -0.97 2.80 -3.87 0.00
H 0.50 3.53 -2.01 0.01
H 1.16 4.58 -0.12 0.00
H 1.94 3.60 1.15 0.00
H 0.24 4.00 1.29 0.00
H 1.42 2.00 4.22 0.00
H 1.76 1.61 6.64 0.00
H 1.24 -0.60 7.62 0.00
H 0.35 -2.41 6.18 0.00
H 0.00 -2.00 3.77 0.00
C -2.91 -4.22 -0.80 0.01
Si -2.32 -2.60 -0.06 0.01
C -2.59 -2.61 1.80 0.00
C -3.25 -1.18 -0.84 0.01
C -0.46 -2.45 -0.43 0.04
H -3.97 -4.37 -0.61 0.00
H -2.37 -5.07 -0.38 0.00
H -2.76 -4.23 -1.88 0.00
H -3.65 -2.73 2.02 0.00
H -2.25 -1.69 2.26 0.00
H -2.06 -3.44 2.27 0.00
H -4.30 -1.21 -0.54 0.00
H -3.20 -1.22 -1.93 0.00
H -2.85 -0.20 -0.53 -0.01
H -0.30 -2.81 -1.45 0.02
H 0.08 -3.10 0.26 0.00
C 3.96 -1.24 2.70 0.01
As 3.55 -1.66 0.88 0.02
C 5.17 -1.63 -0.14 0.01
C 2.85 -3.44 0.81 0.00
O 2.49 -0.52 0.27 0.16
H 4.80 -1.85 3.04 0.00
H 3.08 -1.43 3.32 0.00
H 4.21 -0.18 2.77 0.00
H 5.90 -2.31 0.30 0.00
H 5.57 -0.62 -0.14 0.00
H 4.93 -1.93 -1.16 0.00
H 3.63 -4.15 1.04 0.00
H 2.47 -3.62 -0.20 0.00
H 2.04 -3.53 1.53 0.00
S 2.01 -1.77 -2.59 0.10
C 2.82 -0.62 -3.51 -0.01
N 2.91 0.69 -3.23 0.01
C 3.79 1.39 -4.16 0.00
C 3.97 0.35 -5.29 0.00
N 3.48 -0.87 -4.65 0.00
H 2.65 1.04 -2.32 0.00
H 4.74 1.65 -3.69 0.00
H 3.33 2.31 -4.52 0.00
H 5.00 0.25 -5.59 0.00
H 3.36 0.60 -6.16 0.00
H 3.36 -1.74 -5.12 0.00
```



Computed, not measured: a 13-piece molecular cluster, C4H34N2O14 overall, with ωB97M-V/def2-TZVPD.

Values from the calculation:
- Gap between HOMO and LUMO: 0.360 hartree
- HOMO energy: -0.3576 Ha
- Energy relative to the best compared isomer or geometry (same formula, charge and spin): 88.0 kcal per mole

```
54
Properties=species:S:1:pos:R:3:nbo_charge:R:1
O -2.29 -1.40 -0.09 -0.70
C -1.10 -1.27 -0.13 0.71
N -0.36 -1.50 1.04 -0.66
C 1.05 -1.69 1.10 0.07
O 1.52 -0.92 2.19 -0.79
C -0.60 -0.46 -1.38 -0.13
C -1.79 0.38 -1.89 -0.64
N 0.12 -1.41 -2.22 -0.88
H -0.89 -1.82 1.87 0.44
H 1.35 -2.69 1.37 0.17
H 1.60 -1.42 0.10 0.20
H -0.78 -0.63 3.48 0.48
H 0.08 0.35 -0.90 0.21
H -1.50 0.90 -2.82 0.23
H -2.65 -0.37 -2.05 0.22
H -2.24 0.92 -1.10 0.20
H 0.70 -0.74 -2.79 0.37
H -0.48 -2.01 -2.90 0.39
H -0.50 4.10 -1.92 0.47
H -0.35 2.70 -2.16 0.51
O -0.78 3.35 -1.51 -0.99
H 4.32 -1.89 -1.18 0.47
H 3.83 -1.38 -2.44 0.48
O 4.02 -1.10 -1.50 -0.95
H -1.34 2.39 -0.02 0.52
H -1.62 3.01 1.29 0.49
O -1.22 2.22 0.93 -0.98
H 1.20 2.16 -4.10 0.49
H 1.59 2.16 -2.59 0.52
O 0.84 2.11 -3.21 -1.01
H -1.83 1.15 2.35 0.53
H -0.07 2.49 3.16 0.49
O -1.16 1.00 3.17 -1.01
H 1.60 0.01 1.81 0.50
H 0.36 1.52 1.17 0.51
O 1.35 1.43 1.21 -1.02
H 1.79 -2.84 -2.94 0.49
H 2.49 -4.04 -2.19 0.48
O 2.55 -3.33 -2.72 -0.97
H -3.19 -0.30 1.20 0.49
H -3.35 1.12 0.71 0.47
O -3.54 0.52 1.44 -0.95
H -2.23 -2.34 -2.99 0.46
H -2.30 -2.93 -1.60 0.49
O -2.12 -3.17 -2.52 -0.94
H -1.90 1.02 3.81 0.49
H 0.35 -1.56 3.59 0.49
O -0.59 -1.50 3.83 -0.99
H 1.57 2.11 1.98 0.53
H 0.91 2.20 4.16 0.48
O 0.78 2.76 3.39 -0.94
H 3.03 1.29 -1.31 0.49
H 2.11 1.83 -0.25 0.51
O 2.47 2.05 -1.10 -0.99
```